1.
Here is a molecular structure, C3H8NO at a distorted geometry from OMol25. Energies are from the ωB97M-V functional and the def2-TZVPD basis.

Its electronic energy is -6772.0824 eV. Its molar mass is 74.1 g mol⁻¹. Its charge is -1. The calculation puts the highest occupied orbital energy at -0.1068 Ha.

Geometry (Å):
C  0.23792  -0.16670  0.71358
O  1.46112  -0.78034  1.20284
C  -0.66434  0.15928  -0.72626
C  0.65627  0.73899  -0.65317
N  -1.90515  0.79190  -0.43572
H  0.00435  0.59404  1.44787
H  -0.63354  -0.83209  1.15579
H  -0.83459  -0.60857  -1.42443
H  0.49670  -3.10624  -1.07135
H  0.67579  1.80952  -0.44884
H  1.65721  0.23776  -0.83400
H  0.92844  -3.42263  -0.45216
H  -2.02634  1.63817  -0.95045

Cartesian forces (eV/Å) of the 3 atoms listed first:
C 2.9 -2.0 5.7
O -1.9 0.4 -1.9
C -2.3 3.0 -2.1

=====

2.
Here is a molecular structure, C23H48AsF6N4O5PSc from OMol25. Energies are from the ωB97M-V functional and the def2-TZVPD basis.

Its electronic energy is -147956.0590 eV. Its molar mass is 725.5 g mol⁻¹. Its charge is +2. The calculation puts the highest occupied orbital energy (spin up / spin down) at -0.5469 / -0.5469 Ha. Its multiplicity is 2.

Geometry (Å):
Sc  -0.80010  -0.08898  -1.80349
C  3.29927  -1.87114  1.22062
C  2.33430  -2.97896  0.84176
C  1.28711  -3.35710  1.93142
C  0.41812  -2.38443  2.78070
C  -0.51998  -3.28946  3.58342
C  1.25101  -1.53284  3.73169
N  -0.48392  -1.50246  1.91221
C  -1.33051  -0.46495  2.60985
C  -0.62912  0.88369  2.67172
N  -0.51416  1.52296  1.36297
C  -1.80419  2.14962  0.99819
C  -2.68522  1.36603  -0.03201
O  -4.64006  2.51245  0.56588
O  -2.12955  0.14399  -0.37006
C  0.58546  2.53039  1.24740
C  1.80779  2.22443  2.10322
C  0.90546  2.77799  -0.23842
C  1.84847  1.86853  -1.05836
C  1.74656  2.30902  -2.52028
C  3.31374  2.04305  -0.62820
N  1.39076  0.40724  -0.94545
C  2.48676  -0.48669  -1.40569
C  2.21857  -1.97906  -1.59949
N  1.77191  -2.86282  -0.51814
C  0.81557  -3.85510  -0.91391
C  -0.55652  -3.16201  -0.57310
O  -1.30786  -3.68057  0.22394
O  -0.62243  -2.00688  -1.08604
H  3.69946  -2.09412  2.20856
H  2.82523  -0.89043  1.26783
H  4.14402  -1.82397  0.53584
H  2.92978  -3.90099  0.75556
H  1.88651  -3.86775  2.68755
H  0.62335  -4.12492  1.54170
H  0.07206  -4.00156  4.15645
H  -1.18342  -3.85263  2.92479
H  -1.11855  -2.72617  4.29775
H  1.89833  -2.19580  4.30537
H  0.62226  -1.01052  4.45196
H  1.88283  -0.80362  3.22899
H  0.04128  -0.99237  1.19794
H  -1.11129  -2.13216  1.38654
H  -1.55468  -0.82623  3.60963
H  -2.25464  -0.40959  2.04091
H  0.35710  0.73612  3.09338
H  -1.18277  1.50455  3.38977
H  -1.60759  3.15564  0.63154
H  -2.40532  2.29889  1.90097
H  0.20438  3.48896  1.62526
H  2.20709  1.21810  1.94078
H  1.59676  2.33720  3.16544
H  2.59794  2.93356  1.86414
H  1.34175  3.77685  -0.31321
H  -0.03735  2.83499  -0.78262
H  2.10659  3.33535  -2.60078
H  0.72421  2.28287  -2.88985
H  2.37170  1.70417  -3.17721
H  3.51006  3.10607  -0.49216
H  3.99973  1.69771  -1.40106
H  3.56782  1.54132  0.30411
H  1.25787  0.26530  0.05630
H  3.36872  -0.33702  -0.79438
H  2.74926  -0.16772  -2.41425
H  3.17358  -2.41090  -1.93809
H  1.51247  -2.12964  -2.41157
H  0.93003  -4.78044  -0.35934
H  0.85767  -4.02639  -1.98886
F  -1.86060  -1.04693  -3.38914
As  -0.67903  -1.30858  -4.78448
F  0.42202  -0.38386  -3.57881
F  -1.16750  0.22051  -5.33728
F  0.60943  -1.42203  -5.86704
F  -1.83914  -2.16700  -5.64497
F  -0.15095  -2.70578  -3.91288
C  -4.10285  1.20151  0.50584
P  -2.76030  2.26145  -1.67238
C  -2.78164  4.04496  -1.59682
C  -4.19439  1.72850  -2.59068
O  -1.46922  1.75231  -2.35220
H  -5.52762  2.49639  0.93965
H  -4.07043  0.73292  1.49653
H  -4.67716  0.54926  -0.15726
H  -3.62577  4.36657  -0.98730
H  -2.89537  4.42723  -2.61228
H  -1.85479  4.43834  -1.18152
H  -5.10606  2.11623  -2.13780
H  -4.22601  0.63916  -2.62844
H  -4.10409  2.11015  -3.60885

Cartesian forces (eV/Å) of the 3 atoms listed first:
Sc -0.1 -0.1 -0.1
C 0.0 0.0 0.0
C 0.0 0.0 0.0

=====

3.
Here is a molecular structure, C21H34BHfNO3P2 at a distorted geometry from OMol25. Energies are from the ωB97M-V functional and the def2-TZVPD basis.

Its electronic energy is -50519.8498 eV. Its molar mass is 599.8 g mol⁻¹. The calculation puts the highest occupied orbital energy (spin up / spin down) at -0.2044 / -0.2044 Ha.

Geometry (Å):
Hf  0.04426  -0.23216  -0.03070
P  2.61626  0.01902  0.14602
P  -2.48188  0.35098  0.60938
N  -0.16894  0.29095  -1.84411
H  0.72276  1.33390  0.30068
C  3.46194  -1.46900  -0.77322
H  4.56641  -1.42900  -0.61954
H  3.20527  -1.39609  -1.85213
H  3.04314  -2.41174  -0.35362
C  3.64327  0.00852  1.65917
H  4.70035  0.12422  1.42151
H  3.54530  -0.93286  2.21556
H  3.34898  0.84416  2.30796
C  3.34663  1.43538  -0.90061
H  4.45793  1.43262  -1.00312
H  3.03734  2.38424  -0.40920
H  2.87198  1.38470  -1.90902
C  -3.52633  -0.70239  -0.44790
H  -4.55601  -0.34806  -0.38181
H  -3.48360  -1.73454  -0.10625
H  -3.19837  -0.66757  -1.48612
C  -3.40136  0.21163  2.15858
H  -4.47669  0.25353  1.96028
H  -3.13625  1.02584  2.83316
H  -3.16967  -0.74104  2.64216
C  -2.97055  1.97801  -0.00499
H  -4.06160  2.06276  -0.01518
H  -2.57700  2.12815  -1.01302
H  -2.53927  2.72414  0.66319
C  -0.13270  1.26152  -2.72354
C  -0.01101  1.78094  -5.05650
C  -0.07496  0.83179  -4.07747
C  -0.11971  2.65461  -2.35382
C  -0.04812  3.58886  -3.36774
C  -0.00751  3.14688  -4.70186
H  0.01678  1.43962  -6.09716
H  -0.00844  -0.26333  -4.22905
H  -0.08433  2.92527  -1.28779
H  -0.05458  4.65403  -3.09586
H  0.00795  3.87991  -5.51069
C  -0.47097  -3.25846  1.29220
O  -0.47150  -2.11907  0.52566
C  0.68005  -4.15747  1.04814
H  1.29493  -4.19653  1.95771
H  1.20310  -3.79357  0.16232
H  0.40635  -5.18198  0.82696
C  -1.00717  -3.02835  2.66460
H  -2.10382  -3.14194  2.59230
H  -0.75665  -1.99233  2.92940
H  -0.64465  -3.76559  3.39672
O  0.35943  0.68459  3.00326
B  -0.17776  1.33244  1.74790
O  -0.90700  2.49292  2.24768
C  -0.55645  2.68786  3.55532
C  -1.11494  3.58097  4.41613
C  -0.79072  3.42862  5.77194
C  0.13695  2.44929  6.18523
C  0.69928  1.53602  5.29018
C  0.28258  1.62670  3.97408
H  -1.81388  4.32680  4.01126
H  -1.24596  4.11706  6.48785
H  0.39047  2.39791  7.24753
H  1.42972  0.75718  5.57651

Cartesian forces (eV/Å) of the 3 atoms listed first:
Hf -2.2 -0.1 -0.6
P 2.6 -1.3 -1.8
P -0.5 -0.6 -1.5

=====

4.
Here is a molecular structure, C4H7O3Sn at a distorted geometry from OMol25. Energies are from the ωB97M-V functional and the def2-TZVPD basis.

Its electronic energy is -16221.9340 eV. Its molar mass is 221.8 g mol⁻¹. Its charge is +1. The calculation puts the highest occupied orbital energy at -0.5264 Ha.

Geometry (Å):
H  -1.29045  -2.04472  1.13978
O  0.92830  -0.59686  -0.72545
C  0.12088  -1.64701  -0.46518
C  -0.56471  -1.27543  0.85399
O  -1.27972  -0.11110  0.47070
C  -0.53599  0.57888  -0.52077
C  0.04069  1.83558  0.15522
O  1.41631  1.95871  0.03157
Sn  2.41332  0.46244  -0.16103
H  0.69972  -2.57928  -0.44030
H  0.13037  -1.02205  1.66740
H  -0.93345  -0.92688  -1.32704
H  -0.42911  0.80388  -1.59512
H  -0.23789  1.86981  1.22740
H  -0.47828  2.69405  -0.31116

Cartesian forces (eV/Å) of the 3 atoms listed first:
H 0.2 0.3 0.2
O -2.1 1.8 -0.6
C -3.3 0.9 -0.4

=====

5.
Here is 2 unconnected molecules or ions with the total composition CH3NO2S at a distorted geometry from OMol25. Energies are from the ωB97M-V functional and the def2-TZVPD basis.

Its electronic energy is -17500.9321 eV. Its molar mass is 93.1 g mol⁻¹. The calculation puts the highest occupied orbital energy (spin up / spin down) at -0.3507 / -0.3331 Ha.

Geometry (Å):
C  -0.87356  2.04058  0.07345
N  -0.25007  0.93278  -0.06006
O  0.25867  -3.13059  -1.16334
O  0.40058  0.08266  0.47527
S  1.48251  -2.57500  -0.48466
H  -1.18880  2.52078  -0.76104
H  -0.90853  2.50201  1.14540
H  1.07919  -2.37321  0.77498

Cartesian forces (eV/Å) of the 3 atoms listed first:
C 1.8 -1.4 4.9
N -0.6 1.0 -1.5
O 0.3 0.1 0.1

=====

We obtain ΔE to the lowest compared entry with this formula, charge and spin values of 570.2; 0.0; 503.7; 481.0; 437.8 kJ/mol for the records listed above, in that order.